{"formula": "C20H41N2P3PmS", "method": "the ωB97M-V functional and the def2-TZVPD basis", "symbols": ["C", "H", "H", "H", "H", "H", "H", "H", "S", "H", "H", "H", "C", "H", "P", "C", "H", "H", "H", "C", "H", "H", "P", "N", "H", "H", "H", "C", "H", "H", "H", "H", "C", "H", "H", "H", "C", "C", "H", "C", "H", "C", "H", "C", "P", "C", "Pm", "H", "C", "H", "C", "H", "H", "H", "C", "H", "C", "H", "C", "C", "H", "H", "C", "C", "H", "H", "H", "N"], "xyz": [[-2.572, -1.565, -2.473], [-3.761, -3.343, -2.077], [-2.130, 1.800, 1.238], [-1.165, 1.268, -3.188], [-0.767, 2.095, 2.347], [-2.945, -0.812, 0.495], [-3.611, 1.435, -2.333], [2.067, -4.547, 3.730], [-0.827, 0.047, -3.856], [4.435, 3.352, 0.689], [0.191, -5.812, 2.167], [-0.328, -1.928, 3.428], [3.547, 2.948, 0.182], [-0.578, 2.745, -0.113], [-0.886, -0.265, 1.703], [0.737, -4.892, 1.993], [3.843, 2.533, -0.790], [1.358, 2.020, 3.130], [-3.118, 4.440, -3.198], [-1.651, -3.817, -2.339], [1.374, 3.407, 2.007], [4.864, 0.325, 1.571], [-1.615, 2.757, -2.330], [0.571, -4.164, 0.875], [4.986, 1.974, 2.259], [-0.773, 4.394, -0.783], [-1.361, -0.610, 4.069], [-2.451, -1.187, 1.403], [-3.786, 2.934, -1.361], [-3.418, -0.887, -2.587], [0.527, 3.327, -1.390], [-2.235, -2.254, 1.255], [4.333, 1.101, 2.139], [-2.908, 1.505, -0.698], [0.397, 0.682, -1.475], [2.122, 0.694, -2.084], [1.246, -1.297, -1.983], [-0.210, -1.878, -1.943], [2.756, 3.136, 3.117], [1.997, 2.646, 2.493], [1.649, -1.358, -3.007], [-0.507, -0.845, 3.418], [-0.558, -1.858, -0.864], [-3.122, 2.094, -1.600], [2.829, 1.617, 1.218], [-1.263, -1.111, -2.710], [1.559, -0.829, 0.451], [-1.933, 3.870, -4.423], [2.092, -3.128, 2.043], [-0.039, -4.374, 0.099], [-2.068, 4.163, -3.371], [2.812, 3.749, 0.025], [-1.419, 5.025, -3.153], [-3.133, -1.078, 2.261], [-0.378, -3.310, -2.360], [1.903, -2.057, -1.480], [-2.755, -2.930, -2.225], [0.391, -0.340, 3.801], [1.361, 0.136, -1.528], [1.694, -4.253, 2.769], [-2.260, 1.324, 2.954], [4.060, 0.698, 3.121], [-0.512, 3.353, -1.027], [-1.576, 1.396, 2.095], [2.857, -2.393, 2.277], [0.521, -3.915, -2.519], [-1.830, -4.900, -2.430], [1.370, -3.053, 0.874]], "atomic_forces_ev_per_a": [[-1.3, -1.5, 0.7], [0.4, 0.3, -0.2], [0.2, -0.1, 0.3], [-0.8, 2.9, 1.3], [-0.3, -0.1, 0.0], [0.1, -0.1, 0.2], [0.1, 0.3, 0.2], [0.1, -0.2, 0.1], [0.3, -2.9, -0.6], [-0.4, 0.0, -0.2], [0.1, 0.2, -0.1], [-0.1, 0.2, 0.0], [-0.1, -0.2, -0.5], [0.0, 0.1, -0.3], [-2.0, 0.2, 1.5], [0.2, 0.2, -0.1], [0.0, 0.3, 0.2], [0.2, 0.2, 0.0], [0.3, 0.0, -0.1], [2.1, -0.9, -0.2], [0.1, -0.2, 0.2], [0.1, 0.2, 0.2], [0.3, -0.7, -0.5], [0.8, 0.6, 0.8], [-0.1, -0.3, 0.1], [0.1, -0.3, 0.0], [0.3, -0.1, -0.2], [0.1, -0.2, -0.3], [-0.1, -0.4, 0.1], [0.1, -0.4, -0.2], [-0.3, 0.1, 0.1], [-0.1, 0.2, 0.1], [-0.1, -0.4, -0.1], [-0.1, 0.2, -0.2], [0.4, -0.3, -0.3], [-0.4, 0.0, 0.1], [-1.0, -0.7, -2.4], [0.8, 0.4, -0.5], [-0.3, 0.0, -0.2], [-0.2, -0.2, 0.1], [-0.3, -0.2, 0.3], [0.3, 0.0, -0.2], [-0.1, 0.1, -0.6], [-0.4, 0.1, 0.2], [0.7, 1.5, 0.9], [1.2, 1.2, -0.4], [1.0, 1.1, 0.3], [-0.1, 0.3, 0.3], [-1.4, -1.0, -0.8], [0.0, 0.1, -0.2], [0.0, 0.1, -0.3], [0.2, -0.2, 0.0], [-0.2, -0.3, -0.1], [0.3, 0.0, -0.3], [-0.8, -1.2, 0.9], [-0.1, 0.2, 0.1], [-0.9, 2.1, -0.1], [-0.2, -0.1, 0.1], [0.3, 0.9, 0.1], [0.3, 0.3, -0.1], [0.2, -0.1, -0.3], [0.1, 0.1, -0.1], [0.3, 0.3, 0.3], [0.3, 0.3, -0.2], [-0.1, -0.1, 0.1], [-0.4, 0.0, 0.1], [0.1, 0.6, -0.2], [0.0, -2.3, 1.1]], "lowdin_spin": [-0.001, 0.000, 0.000, 0.000, 0.000, 0.000, 0.000, 0.000, -0.004, 0.000, 0.000, 0.000, -0.002, 0.000, -0.007, 0.000, 0.000, 0.000, 0.000, 0.000, 0.000, 0.000, -0.003, 0.001, 0.000, 0.000, 0.000, -0.001, 0.000, 0.000, 0.000, 0.000, 0.000, 0.000, 0.000, -0.001, -0.006, 0.001, 0.000, -0.001, -0.001, 0.001, 0.000, 0.000, -0.008, 0.002, 4.070, 0.000, -0.001, 0.000, 0.000, 0.000, 0.000, 0.000, 0.002, -0.002, 0.003, 0.000, -0.031, 0.001, 0.000, 0.000, 0.000, -0.001, 0.000, 0.000, 0.000, -0.008], "e_tot_ev": -79612.94268, "e_homo_ev": [-16.38, -16.39], "s_squared": 6.0101, "gap_ev": [6.072, 6.090], "fmax_ev_per_a": 3.30, "spin_multiplicity": 5, "total_charge": 3}

{"formula": "C17H25N3O2", "method": "the ωB97M-V functional and the def2-TZVPD basis", "symbols": ["H", "H", "N", "H", "C", "H", "C", "H", "C", "H", "H", "C", "N", "H", "H", "C", "C", "H", "C", "H", "C", "H", "H", "C", "O", "C", "C", "H", "H", "H", "H", "H", "H", "H", "H", "C", "H", "C", "N", "H", "H", "C", "C", "C", "O", "H", "C"], "xyz": [[-3.558, 5.541, -1.363], [-0.484, -1.704, 4.239], [2.423, -1.895, 2.388], [-2.255, 0.717, 0.029], [0.569, -3.116, 2.182], [0.512, -0.288, 3.837], [-2.107, 2.794, -0.088], [0.373, 1.613, -1.167], [1.151, -2.107, 2.909], [-0.906, 3.111, -4.320], [-0.269, 0.696, 1.649], [0.539, -1.360, 4.057], [-2.716, 3.665, -0.905], [-0.425, -3.527, 2.328], [-2.904, 3.367, -1.850], [-0.780, 2.581, -3.376], [3.724, -3.928, -0.497], [-0.313, -0.658, -1.892], [3.774, -2.943, 0.499], [-2.309, 5.562, -0.098], [-1.726, 1.399, -0.637], [0.432, 2.254, 1.153], [-0.704, 3.306, -2.571], [-1.961, 1.648, -3.184], [-2.668, 1.389, -4.143], [-0.227, 1.007, -0.493], [1.528, -3.543, 1.178], [1.365, 0.774, 0.959], [-0.597, -1.113, -0.196], [2.542, -5.485, -1.419], [3.086, -1.205, 2.734], [1.128, -1.518, 4.965], [1.037, -0.737, -0.764], [-3.919, 4.922, 0.267], [-3.013, 0.449, -2.044], [-3.152, 5.002, -0.506], [0.130, 1.989, -3.429], [0.360, 1.194, 0.911], [-2.253, 1.110, -1.996], [4.661, -2.330, 0.622], [0.577, -5.134, 0.076], [-0.016, -0.472, -0.860], [1.469, -4.527, 0.190], [2.668, -2.762, 1.333], [-1.937, 3.062, 1.096], [4.576, -4.079, -1.153], [2.575, -4.720, -0.649]], "atomic_forces_ev_per_a": [[0.1, -0.2, 0.0], [0.3, 0.0, -0.1], [0.4, 0.7, 0.4], [-0.2, 0.0, 0.0], [0.4, 0.1, -0.1], [0.0, 0.0, 0.1], [-0.1, 0.1, 1.0], [0.0, 0.1, -0.2], [-0.5, -0.9, -0.7], [-0.1, -0.2, 0.1], [0.0, 0.0, 0.1], [0.5, 0.1, -0.2], [-0.2, 0.2, -1.2], [0.2, 0.2, 0.0], [-0.1, 0.1, 0.2], [-0.1, -0.1, 0.2], [-0.3, 0.5, 0.7], [-0.1, -0.2, 0.0], [0.2, -0.1, -0.3], [-0.1, 0.0, 0.0], [0.4, -0.1, -0.5], [-0.1, -0.1, 0.2], [0.2, 0.0, 0.1], [0.2, 0.6, -1.4], [-0.2, -0.2, -0.4], [0.4, -0.4, 0.3], [-1.2, -0.4, 0.3], [0.0, -0.1, -0.1], [0.0, -0.1, 0.0], [0.0, 0.1, 0.1], [-0.4, -0.4, -0.2], [-0.1, 0.1, 0.0], [-0.1, 0.0, 0.1], [0.1, 0.1, 0.0], [0.0, 0.1, -0.1], [0.2, -0.4, 0.3], [0.1, 0.0, 0.1], [-0.3, 0.6, -0.2], [0.1, -0.2, 2.1], [0.0, -0.1, 0.0], [0.1, 0.0, 0.0], [-0.2, 0.4, -0.4], [0.7, -0.1, -0.6], [0.3, 0.1, 0.0], [0.3, -0.2, -0.3], [-0.1, 0.1, 0.1], [-0.6, 0.2, 0.5]], "mulliken_charge": [0.357, 0.285, 0.014, 0.407, -1.061, 0.298, 0.085, 0.008, 0.523, 0.300, 0.208, -1.246, -0.110, 0.409, 0.254, -1.088, -0.529, 0.398, -0.741, 0.303, 0.142, 0.432, 0.433, 0.636, -0.677, 0.786, 1.498, 0.523, 0.336, 0.372, 0.217, 0.372, 0.454, 0.298, 0.200, -0.998, 0.284, -1.607, -0.086, 0.366, 0.397, -1.632, -0.730, -0.310, -0.673, 0.385, -0.491], "e_tot_ev": -26601.24456, "relative_energy_kj_mol": 82.5, "e_homo_ev": -7.89, "smiles": "CNC(=O)[C@@H](NC(C)=O)C(C)C.Cc1cc2ccccc2[nH]1", "gap_ev": 8.570, "fmax_ev_per_a": 2.13, "total_charge": 0}

{"formula": "C41H47F5N2O5", "method": "the ωB97M-V functional and the def2-TZVPD basis", "symbols": ["C", "H", "H", "C", "H", "C", "C", "C", "H", "C", "H", "C", "F", "C", "H", "O", "C", "H", "H", "H", "H", "H", "C", "F", "C", "H", "C", "C", "C", "C", "H", "C", "C", "C", "H", "F", "O", "H", "H", "H", "H", "C", "H", "C", "F", "C", "H", "H", "C", "H", "H", "H", "O", "C", "H", "H", "F", "C", "H", "C", "N", "C", "C", "C", "C", "H", "H", "C", "C", "H", "C", "H", "C", "C", "H", "H", "C", "H", "O", "C", "N", "H", "C", "H", "H", "H", "H", "H", "C", "H", "C", "H", "H", "C", "H", "O", "H", "H", "C", "H"], "xyz": [[0.917, -4.683, -3.665], [-6.873, 5.474, 4.064], [1.922, -4.547, -4.035], [4.480, -0.921, -1.467], [3.552, 0.374, 0.059], [-1.120, -3.706, -2.796], [3.113, -1.741, 1.852], [-5.133, 3.154, 6.568], [4.805, -0.718, 0.620], [3.454, -1.302, -2.548], [-3.231, 2.813, 7.485], [-6.267, 2.567, 8.998], [-4.593, 3.447, 5.362], [3.947, -0.644, -0.056], [3.109, 2.157, -1.037], [1.385, 1.670, -3.636], [-4.304, 2.831, 7.623], [1.129, 1.782, 2.975], [4.686, 4.429, -3.016], [1.415, -0.115, 0.299], [-0.368, 0.684, -3.093], [4.793, -5.613, -7.515], [-2.047, 2.383, 4.022], [-8.794, 3.741, 4.062], [-4.886, 2.539, 8.849], [2.083, -0.583, -4.010], [-2.556, 2.921, 2.848], [6.082, -8.183, -5.703], [0.168, -3.592, -3.276], [-0.435, 2.637, 1.811], [1.244, -1.459, -0.846], [-0.952, -6.090, -3.092], [4.198, -6.192, -5.548], [2.705, -0.550, 2.687], [-8.151, 2.912, 8.026], [0.726, -2.362, -3.364], [3.487, 6.780, -0.355], [1.589, 0.693, -1.862], [6.824, -8.967, -5.764], [4.264, 1.804, -2.372], [6.511, -7.409, -7.657], [-7.954, 3.951, 3.024], [-2.692, -5.085, -2.340], [0.031, 1.695, -3.258], [3.268, -5.213, -5.469], [-0.723, 1.970, 4.079], [-0.135, 2.310, -2.364], [-5.562, 4.537, 0.087], [-6.099, 5.110, 2.084], [2.679, -1.912, -2.095], [0.885, -1.711, 0.849], [3.635, 0.227, -4.094], [3.293, 5.577, -2.127], [5.905, -7.309, -6.767], [5.173, -1.763, -1.366], [5.440, -8.731, -3.730], [0.362, 2.755, 0.725], [-7.075, 2.892, 7.917], [-8.896, 2.460, 1.821], [4.953, -6.302, -6.697], [2.981, 5.808, -0.725], [0.344, -5.942, -3.566], [-6.964, 4.904, 3.149], [-7.242, 3.420, 0.816], [2.880, -0.156, -3.397], [1.618, -0.583, 2.801], [-0.321, 1.552, 4.993], [5.305, -8.050, -4.560], [4.353, -7.045, -4.474], [-6.712, 2.336, 9.957], [-1.681, -4.973, -2.708], [4.374, 4.031, -1.306], [2.231, 1.029, -2.682], [-6.237, 4.371, 0.917], [-3.591, 3.236, 2.803], [5.089, -0.077, -1.803], [-6.505, 3.193, 6.689], [-2.685, 2.281, 4.886], [2.962, 3.366, -2.666], [0.095, 2.095, 2.964], [2.944, -1.632, 0.417], [2.952, 0.396, 2.203], [1.560, -1.196, 0.161], [-4.255, 2.290, 9.692], [-5.314, 5.850, 2.170], [-1.667, -2.821, -2.499], [0.916, -6.813, -3.863], [3.742, -6.917, -3.590], [3.233, 2.078, -2.125], [-0.536, 2.142, -4.078], [-8.110, 3.200, 1.876], [-2.121, 3.475, 0.804], [-1.395, -7.075, -3.019], [-1.747, 3.055, 1.728], [3.974, -1.962, -3.250], [3.567, -2.734, 2.351], [3.162, -0.609, 3.674], [-7.355, 2.843, -0.093], [3.903, 4.311, -2.260], [-7.112, 3.451, 5.833]], "atomic_forces_ev_per_a": [[0.0, 0.0, 0.1], [0.0, 0.0, 0.0], [-0.1, 0.1, 0.1], [0.0, -0.4, 0.0], [0.0, 0.0, -0.2], [-0.1, 0.1, 0.0], [0.3, -0.3, 0.0], [-0.1, 0.0, 0.0], [0.0, 0.1, 0.0], [0.6, 0.3, -0.1], [0.0, 0.0, 0.0], [0.0, 0.0, 0.0], [0.0, 0.0, 0.1], [0.1, -0.2, -0.1], [0.3, -0.1, 0.0], [0.0, -0.2, 0.0], [0.1, 0.0, 0.0], [0.0, 0.0, 0.0], [-0.1, 0.1, 0.0], [0.0, 0.0, 0.0], [0.1, 0.0, 0.1], [0.0, 0.0, 0.0], [0.1, -0.1, 0.0], [0.0, 0.0, 0.0], [-0.1, 0.0, 0.0], [0.1, 0.1, -0.1], [0.0, 0.0, 0.0], [0.0, 0.0, 0.0], [0.0, -0.1, 0.0], [-0.1, 0.0, 0.1], [0.1, 0.0, 0.0], [0.0, 0.0, 0.0], [0.1, -0.1, 0.0], [-0.2, 0.0, 0.1], [0.0, 0.0, 0.0], [-0.2, 0.0, 0.0], [-0.4, 0.2, -0.1], [0.2, -0.1, 0.0], [0.0, 0.0, 0.0], [0.0, -0.1, 0.1], [0.0, 0.0, 0.0], [0.1, 0.0, -0.1], [0.0, 0.0, 0.0], [-0.2, 0.1, -0.1], [0.2, -0.1, -0.2], [-0.1, 0.1, -0.1], [0.1, -0.1, 0.0], [0.0, 0.0, 0.0], [0.0, -0.1, 0.0], [0.0, 0.1, -0.1], [0.1, 0.0, -0.1], [0.0, 0.0, 0.1], [0.4, 0.3, 0.0], [0.0, 0.0, 0.1], [-0.1, 0.0, 0.0], [0.0, 0.0, 0.0], [0.0, 0.0, 0.0], [0.1, 0.0, 0.1], [0.0, 0.0, 0.0], [0.0, 0.1, -0.1], [0.4, -0.3, 0.1], [-0.1, 0.0, 0.0], [0.0, 0.1, 0.1], [0.0, 0.0, 0.0], [-0.3, -0.2, 0.2], [0.1, 0.1, 0.1], [0.0, 0.0, 0.0], [0.0, 0.0, -0.1], [-0.1, 0.0, 0.1], [0.0, 0.0, 0.0], [0.1, 0.0, 0.0], [-0.1, 0.0, 0.0], [-0.2, 0.4, -0.4], [0.0, 0.0, 0.0], [0.0, 0.0, 0.0], [0.0, 0.0, 0.1], [-0.2, 0.0, -0.1], [0.0, 0.0, 0.0], [0.1, -0.1, 0.1], [0.1, 0.0, 0.0], [-0.2, 0.6, 0.3], [0.0, 0.0, 0.0], [-0.1, -0.1, 0.0], [0.0, 0.0, 0.0], [0.0, 0.0, 0.0], [0.0, 0.0, 0.0], [0.0, 0.0, 0.0], [0.0, 0.0, 0.0], [-0.3, 0.3, 0.0], [0.1, 0.0, 0.0], [-0.1, -0.1, 0.0], [0.0, 0.0, 0.0], [0.0, 0.0, 0.0], [0.0, 0.0, -0.1], [-0.1, 0.0, 0.0], [0.0, 0.1, -0.1], [0.0, 0.0, -0.1], [0.0, 0.0, 0.0], [-0.3, -0.2, 0.0], [0.0, 0.0, 0.0]], "mulliken_charge": [-0.247, 0.499, 0.525, -1.408, 0.018, -0.653, 0.392, 0.455, 0.530, -0.007, 0.448, -0.561, -0.161, -0.172, 0.379, -0.509, -0.483, 0.535, 0.290, 0.284, 0.178, 0.417, -0.388, -0.363, -0.452, 0.384, -0.381, -0.580, 0.273, 0.295, -0.044, -0.690, 0.403, -0.822, 0.392, -0.103, -0.331, 0.334, 0.371, 0.392, 0.360, 0.382, 0.370, -0.610, -0.257, -0.545, 0.248, 0.422, -0.397, 0.167, 0.499, 0.223, -0.257, -0.327, 0.496, 0.359, -0.199, -0.414, 0.422, -0.607, 0.302, -0.304, -0.255, -0.325, -1.458, 0.278, 0.380, -0.390, -0.212, 0.374, -0.353, 0.354, 1.024, -0.579, 0.463, 0.340, -0.252, 0.368, -0.342, -0.395, 0.113, 0.245, -0.690, 0.356, 0.399, 0.420, 0.385, 0.445, -0.856, 0.295, -0.568, 0.458, 0.378, -0.632, 0.279, -0.578, 0.421, 0.377, -0.331, 0.295], "e_tot_ev": -70079.36318, "relative_energy_kj_mol": 0.0, "e_homo_ev": -9.26, "smiles": "CO[C@@H](CCCCN(C)C(C)=O)COCON=O.Fc1ccccc1.Fc1ccccc1.Fc1ccccc1.Fc1ccccc1.Fc1ccccc1", "gap_ev": 9.277, "fmax_ev_per_a": 0.68, "total_charge": 0}